# 1
ORCA calculation (ωB97M-V/def2-TZVPD) on an isolated molecule of C4H5NO.

The geometry in XYZ format:
```
11
Properties=species:S:1:pos:R:3:forces:R:3
C 1.8379 0.3032 -0.0027 1.950 0.308 -0.100
O 0.6359 -1.4043 -0.1325 -0.431 -1.109 -0.358
H -1.9149 0.7753 -0.4395 -0.962 -2.798 1.718
C 0.5085 0.7505 -0.2080 2.909 5.302 1.770
C -1.7791 -0.3053 0.0926 1.696 -1.126 -5.868
H 0.5212 1.9477 0.1839 -1.438 -3.475 -1.829
H 2.6701 1.0222 0.1184 -0.312 -0.847 -0.033
H -2.2645 -1.2685 -0.4703 0.662 2.800 0.916
C -0.2211 -0.3476 -0.2939 -1.247 -1.006 3.087
H -2.0246 -0.4837 1.1010 0.215 0.540 1.331
N 2.0306 -0.9896 0.0512 -3.043 1.410 -0.633
```
Forces are in eV/Å.

**Lowest unoccupied orbital energy**: 0.77 eV

Calculated atomic charges, method Löwdin, unit e: -0.2073, -0.0617, 0.1261, -0.1030, -0.0048, 0.1879, 0.1157, 0.1189, -0.3309, 0.0365, 0.1227



# 2
ORCA calculation (ωB97M-V/def2-TZVPD) on an isolated molecule of C4H5NO.

The geometry in XYZ format:
```
11
Properties=species:S:1:pos:R:3:forces:R:3
N 0.6309 1.0676 0.7025 0.120 0.139 0.064
C -0.5611 -0.3778 -0.4907 0.146 0.321 0.178
C -0.5717 0.9114 -0.1000 -0.023 -0.266 -0.052
H 1.1339 1.9462 0.5845 0.059 -0.291 -0.123
H 0.8119 -2.1137 -0.1095 0.034 0.144 -0.207
O -1.5223 -0.9502 -1.2396 0.055 -0.210 0.052
H -1.2804 -1.8721 -1.3932 -0.066 0.120 -0.025
H 0.4571 0.9532 1.7062 -0.177 0.316 0.032
H -1.2714 1.7126 -0.2859 0.135 -0.111 0.121
C 1.5317 -0.2310 0.6261 -0.530 -0.115 -0.064
C 0.6414 -1.0464 -0.0003 0.247 -0.047 0.025
```
Forces are in eV/Å.

**Lowest unoccupied orbital energy**: 0.75 eV

Calculated atomic charges, method Löwdin, unit e: -0.0460, -0.3677, -0.0569, 0.1499, 0.0812, 0.0727, 0.1120, 0.1421, 0.1114, -0.0465, -0.1521



# 3
ORCA calculation (ωB97M-V/def2-TZVPD) on an isolated molecule of C4H5NO.

The geometry in XYZ format:
```
11
Properties=species:S:1:pos:R:3:forces:R:3
C 0.6255 0.4478 -0.0067 2.525 2.183 0.438
C 1.3910 1.4990 0.1837 -0.543 -0.090 -1.156
H -1.4807 -1.0533 1.2955 -1.310 0.547 -0.342
O -1.7095 1.5149 -0.0306 -0.791 -1.735 -0.150
C -0.0123 -0.6546 0.0201 -1.531 0.686 -0.202
C -1.4737 -0.6866 0.2461 0.575 -2.564 0.195
H 0.3960 -1.6021 0.0046 1.243 -1.743 -0.682
N -2.2404 0.4154 -0.1383 -0.831 4.068 0.520
H 1.9465 1.6083 1.0852 -0.020 0.111 0.830
H 1.4883 2.3317 -0.5231 0.092 -0.678 -0.032
H -1.9828 -1.3992 -0.4210 0.591 -0.785 0.582
```
Forces are in eV/Å.

**Lowest unoccupied orbital energy**: -0.24 eV

Calculated atomic charges, method Löwdin, unit e: -0.1154, 0.0165, 0.1531, 0.0088, -0.1139, -0.2403, 0.0924, -0.0397, 0.0492, 0.0666, 0.1228



# 4
ORCA calculation (ωB97M-V/def2-TZVPD) on a cluster of 2 separate species, C4H5NO in total.

The geometry in XYZ format:
```
11
Properties=species:S:1:pos:R:3:forces:R:3
O -2.5088 -0.3707 2.2137 1.226 0.037 -0.450
N -1.8692 1.7318 -0.7174 1.496 -0.795 0.419
H 0.5515 -1.4882 0.3360 -0.067 -0.183 -0.051
C 0.5449 0.5695 -0.3296 -0.571 1.377 -0.447
H 0.6494 -1.3531 -1.4312 -0.269 0.166 0.052
C -1.4457 -0.3320 1.8209 -1.387 -0.136 0.708
H 1.0628 1.1084 -1.1152 0.443 0.323 0.030
C 0.9534 -0.9027 -0.4857 -0.535 -0.296 0.097
C -0.8623 1.1896 -0.5072 0.087 -0.971 -0.311
H 0.8889 0.9523 0.6362 0.020 -0.054 -0.195
H 2.0507 -1.0253 -0.4616 -0.443 0.532 0.148
```
Forces are in eV/Å.

**Lowest unoccupied orbital energy**: 0.91 eV

Calculated atomic charges, method Löwdin, unit e: 0.0667, 0.1226, 0.0407, -0.2488, 0.0745, 0.0286, 0.0963, -0.1119, -0.2509, 0.0995, 0.0827



# 5
ORCA calculation (ωB97M-V/def2-TZVPD) on an isolated molecule of C4H5NO.

The geometry in XYZ format:
```
11
Properties=species:S:1:pos:R:3:forces:R:3
H 0.7736 -0.2010 -1.4277 -0.083 0.195 0.029
C 0.3074 0.7592 -1.1900 0.012 0.019 -0.032
C -0.4025 -0.5000 0.9986 -0.147 -0.082 0.056
O -1.3407 1.5498 0.3556 0.455 -0.301 -0.173
C 0.6747 -1.4636 0.7834 0.717 -0.710 -0.191
H -0.3983 -0.1520 2.0365 -0.099 -0.072 -0.206
H 1.0951 1.5033 -1.0281 -0.046 -0.098 -0.086
N 1.4782 -2.2796 0.6209 -0.720 0.899 0.132
H -0.3212 1.0994 -2.0165 0.126 0.004 0.114
H -1.3429 -1.0239 0.8041 -0.030 -0.112 0.316
C -0.5233 0.7084 0.0634 -0.185 0.259 0.041
```
Forces are in eV/Å.

**Lowest unoccupied orbital energy**: 0.65 eV

Calculated atomic charges, method Löwdin, unit e: 0.0741, -0.0040, -0.0991, 0.0851, -0.2296, 0.1341, 0.1010, 0.1492, 0.0929, 0.1382, -0.4419



# 6
ORCA calculation (ωB97M-V/def2-TZVPD) on an isolated molecule of C4H5NO.

The geometry in XYZ format:
```
11
Properties=species:S:1:pos:R:3:forces:R:3
H -1.7459 1.6645 0.3785 0.073 -0.148 -0.076
C 1.8851 -0.0016 -0.0710 0.788 0.589 0.043
H 0.4406 -1.0486 -1.1739 0.047 0.053 0.152
H -0.8965 1.1789 -1.1842 -0.052 -0.083 0.154
C 0.6865 -0.8452 -0.1256 -0.039 -0.055 -0.031
N 2.8078 0.6941 -0.0303 -0.877 -0.684 -0.021
H 0.8966 -1.8048 0.3596 -0.020 0.151 -0.082
O -1.7544 -0.4222 -0.0640 -0.159 -0.157 -0.017
C -0.4993 -0.1571 0.5287 0.185 0.034 0.119
C -1.2219 0.8932 -0.1834 0.043 0.287 -0.061
H -0.4989 -0.1482 1.6194 0.013 0.012 -0.180
```
Forces are in eV/Å.

**Lowest unoccupied orbital energy**: 0.87 eV

Calculated atomic charges, method Löwdin, unit e: 0.1160, -0.2171, 0.1339, 0.1213, -0.1226, 0.1432, 0.1265, -0.0334, -0.3152, -0.1030, 0.1504



# 7
ORCA calculation (ωB97M-V/def2-TZVPD) on an isolated molecule of C4H5NO.

The geometry in XYZ format:
```
11
Properties=species:S:1:pos:R:3:forces:R:3
H 0.3869 2.0371 0.9522 0.169 0.050 -0.260
C -0.6262 1.1844 -0.7650 0.003 -0.025 0.143
N -0.4317 -1.8359 0.2132 0.222 0.178 0.077
C 0.5191 -1.0276 0.5044 -0.018 -0.168 -0.015
H -1.0696 2.1888 -0.9425 -0.101 -0.251 0.089
O -0.9322 0.2459 -1.5180 0.080 0.001 0.242
C 0.3309 1.1792 0.2899 -0.094 0.239 -0.103
H 2.3094 0.1350 0.5943 -0.257 0.005 -0.030
C 1.2332 0.0877 0.4227 -0.095 -0.333 0.117
H -0.7299 -2.5152 0.9034 -0.126 0.155 -0.176
H -0.9985 -1.6729 -0.6288 0.216 0.148 -0.084
```
Forces are in eV/Å.

**Lowest unoccupied orbital energy (spin up / spin down)**: 0.11 / 0.11 eV

Calculated atomic charges, method Löwdin, unit e: 0.0866, -0.3360, 0.1480, -0.0466, 0.1086, -0.0771, -0.1177, 0.1094, -0.1179, 0.1241, 0.1186



# 8
ORCA calculation (ωB97M-V/def2-TZVPD) on an isolated molecule of C4H5NO.

The geometry in XYZ format:
```
11
Properties=species:S:1:pos:R:3:forces:R:3
N 1.9758 -0.8126 0.0493 12.059 3.868 0.183
C 0.7861 1.0723 -0.0611 1.571 -0.901 1.140
H 0.6043 2.0906 -0.0549 0.015 1.854 -0.130
H 0.5570 -2.0077 -0.3554 -0.272 -0.313 0.879
H -1.9851 -0.8910 -0.4539 0.852 0.906 0.188
H -1.5580 -0.1650 1.1734 -1.452 0.555 -1.402
H -1.7946 1.0580 -0.4188 -0.101 -2.930 1.587
C 0.8390 -1.0155 -0.0077 -10.713 -4.595 -1.167
O 2.0993 0.6429 0.0493 -1.383 -0.575 -0.004
C -1.4571 -0.0316 0.0380 -3.806 2.252 0.847
C -0.0668 0.0597 0.0418 3.232 -0.120 -2.121
```
Forces are in eV/Å.

**Lowest unoccupied orbital energy**: 0.84 eV

Calculated atomic charges, method Löwdin, unit e: 0.1165, -0.0584, 0.1127, 0.1471, 0.0960, 0.1188, 0.1512, -0.2347, -0.0222, -0.0687, -0.3583